Here is a cluster of 12 separate species, C27H81N9O18 in total from OMol25. Energies are from ωB97M-V/def2-TZVPD.

Atoms and positions in Å:
C1 -28.29 -31.93 -19.01
O1 -28.92 -32.60 -20.07
C2 -28.17 -32.78 -21.27
C3 -27.66 -31.42 -21.68
C4 -28.89 -30.52 -22.15
N1 -26.88 -31.76 -22.86
H1 -28.27 -30.87 -19.29
H2 -27.29 -32.30 -18.77
H3 -28.76 -32.10 -18.05
H4 -27.27 -33.35 -21.04
H5 -28.84 -33.33 -21.92
H6 -27.04 -30.88 -20.97
H7 -29.29 -29.97 -21.29
H8 -29.58 -31.04 -22.80
H9 -28.53 -29.81 -22.90
H10 -27.58 -32.06 -23.52
H11 -26.41 -30.96 -23.25
C5 -26.39 -31.53 -15.59
O2 -26.53 -30.80 -14.39
C6 -25.33 -30.18 -13.94
C7 -25.44 -29.16 -12.83
C8 -25.98 -27.85 -13.30
N2 -24.21 -28.78 -12.10
H12 -25.51 -32.17 -15.48
H13 -26.18 -30.84 -16.40
H14 -27.25 -32.09 -15.94
H15 -24.86 -31.06 -13.49
H16 -24.60 -29.83 -14.67
H17 -26.17 -29.49 -12.08
H18 -26.01 -27.12 -12.49
H19 -27.01 -27.95 -13.63
H20 -25.39 -27.30 -14.04
H21 -23.58 -28.21 -12.65
H22 -23.57 -29.53 -11.87
C9 -31.37 -25.68 -24.79
O3 -31.66 -26.94 -24.28
C10 -32.36 -27.92 -25.10
C11 -31.76 -29.33 -25.11
C12 -30.46 -29.36 -25.82
N3 -32.61 -30.32 -25.62
H23 -32.18 -25.19 -25.34
H24 -30.44 -25.71 -25.37
H25 -31.12 -25.09 -23.91
H26 -33.37 -27.97 -24.70
H27 -32.30 -27.53 -26.12
H28 -31.56 -29.67 -24.10
H29 -30.07 -30.37 -25.94
H30 -29.71 -28.79 -25.27
H31 -30.64 -29.00 -26.84
H32 -33.38 -30.48 -24.99
H33 -33.19 -29.98 -26.37
N4 -28.55 -32.46 -27.34
C13 -27.90 -32.46 -26.26
N5 -26.97 -31.60 -26.27
O4 -28.13 -33.02 -25.24
H34 -29.50 -32.78 -27.48
H35 -28.24 -31.84 -28.07
H36 -26.65 -31.11 -27.09
H37 -26.65 -31.31 -25.35
N6 -30.69 -27.55 -19.87
C14 -29.65 -26.80 -19.96
N7 -29.99 -25.56 -20.17
O5 -28.52 -27.25 -19.69
H38 -31.63 -27.20 -19.98
H39 -30.42 -28.47 -19.54
H40 -29.16 -25.04 -20.44
H41 -30.96 -25.34 -20.32
N8 -27.97 -35.35 -17.64
C15 -29.21 -35.60 -17.21
N9 -29.93 -36.01 -18.20
O6 -29.62 -35.33 -16.10
H42 -27.33 -34.71 -17.19
H43 -27.87 -35.45 -18.64
H44 -29.37 -36.26 -19.00
H45 -30.88 -36.27 -17.98
O7 -30.29 -26.76 -14.91
C16 -29.44 -27.01 -16.04
C17 -29.18 -28.54 -16.26
O8 -30.24 -29.33 -16.82
H46 -31.01 -26.21 -15.23
H47 -30.02 -26.67 -16.90
H48 -28.49 -26.54 -15.78
H49 -28.84 -29.03 -15.35
H50 -28.29 -28.56 -16.89
H51 -29.99 -30.26 -16.77
O9 -28.47 -35.30 -23.60
C18 -27.54 -36.30 -23.92
C19 -26.14 -35.88 -23.51
O10 -25.57 -34.89 -24.39
H52 -28.22 -34.54 -24.14
H53 -27.79 -37.21 -23.38
H54 -27.52 -36.49 -24.99
H55 -25.43 -36.70 -23.60
H56 -26.10 -35.53 -22.47
H57 -26.10 -34.09 -24.33
O11 -28.89 -39.13 -19.47
C20 -27.68 -38.28 -19.23
C21 -27.34 -37.28 -20.44
O12 -28.31 -36.24 -20.42
H58 -28.55 -40.03 -19.42
H59 -27.74 -37.67 -18.33
H60 -26.79 -38.87 -19.06
H61 -27.53 -37.81 -21.38
H62 -26.33 -36.91 -20.56
H63 -28.82 -36.16 -21.24
O13 -31.34 -31.74 -20.66
C22 -31.86 -30.80 -19.72
C23 -33.38 -30.85 -19.90
O14 -34.13 -29.92 -19.11
H64 -30.38 -31.79 -20.58
H65 -31.64 -31.22 -18.74
H66 -31.51 -29.78 -19.61
H67 -33.68 -31.84 -19.55
H68 -33.60 -30.68 -20.95
H69 -34.27 -29.11 -19.60
O15 -22.01 -31.63 -25.74
C24 -22.34 -31.74 -24.31
C25 -23.85 -31.64 -24.11
O16 -24.36 -30.31 -24.37
H70 -21.09 -31.35 -25.83
H71 -21.95 -32.60 -23.77
H72 -21.83 -30.91 -23.81
H73 -24.02 -31.81 -23.05
H74 -24.36 -32.33 -24.79
H75 -23.65 -29.71 -24.15
O17 -23.55 -36.01 -19.60
C26 -23.84 -34.74 -20.23
C27 -23.76 -33.57 -19.21
O18 -24.64 -33.88 -18.15
H76 -23.40 -36.61 -20.33
H77 -23.15 -34.51 -21.04
H78 -24.84 -34.76 -20.66
H79 -24.13 -32.64 -19.64
H80 -22.83 -33.22 -18.75
H81 -24.41 -34.77 -17.87

LUMO level   0.237 eV
SMILES string   COC[C@H](C)N.COC[C@H](C)N.COC[C@H](C)N.NC(N)=O.NC(N)=O.NC(N)=O.OCCO.OCCO.OCCO.OCCO.OCCO.OCCO
Frontier orbital gap   9.10 eV
E_HOMO   -0.3258 Eh
Net charge   0